Density functional theory data (ωB97M-V/def2-TZVPD) for a cluster of 2 separate species, C5H6ClO2S2 in total in a non-equilibrium geometry.

The value obtained for the gap between HOMO and LUMO is 7.25 eV. Its molecular weight is 197.69 g/mol. As for the net charge: -1. The energy relative to the best compared isomer or geometry (same formula, charge and spin) is 23.31 kcal per mole. Its largest force on an atom is 3.788 eV/A. The HOMO energy comes out at -0.1687 hartree.

Positions of all 16 atoms, in Å:
Cl (0.597272, 2.678556, -0.145829)
S (0.763984, -0.361069, -1.405171)
S (0.664391, 0.128172, 1.555881)
O (3.496949, -1.121807, 0.979315)
O (3.442961, -0.420729, -1.130282)
C (1.432379, -0.259381, 0.116407)
C (-1.167174, 0.351639, 1.229279)
C (3.042608, -0.622402, -0.003803)
C (-1.082890, 0.013859, -1.207224)
C (-1.653085, -0.437935, 0.096680)
H (-2.684670, -0.589960, 0.114533)
H (-1.103841, 1.220478, -1.377314)
H (-1.233367, 1.385108, 0.828629)
H (-1.281895, -1.481560, 0.286567)
H (-1.670109, -0.048714, 2.181931)
H (-1.563520, -0.434257, -2.119606)

Atoms 1-2, force components in eV/Å:
Cl -0.26 0.84 -0.21
S -1.33 0.04 0.14

natural (NBO) atomic charge list, values in e, 4 entries: -0.93 0.53 0.51 -0.69